ORCA calculation (the ωB97M-V functional and the def2-TZVPD basis) on a molecular structure, C29H55As3CaClN6O4PS.

```
101
Properties=species:S:1:pos:R:3:forces:R:3:mulliken_charge:R:1
Ca 0.4354 -0.5203 -0.4635 -0.347 -0.263 -0.032 0.90
C 6.5484 -2.1138 -5.6400 0.005 -0.002 0.000 -1.54
C 5.7315 -1.5169 -4.5265 -0.005 -0.004 0.007 0.90
C 6.1812 -0.3969 -3.8364 0.006 0.001 0.000 -0.68
C 5.4231 0.1751 -2.8233 -0.004 0.009 -0.005 -0.69
C 4.1980 -0.3784 -2.4940 0.007 0.025 0.005 -0.39
C 3.7330 -1.5031 -3.1647 -0.008 -0.005 0.009 -0.22
C 4.4984 -2.0639 -4.1725 0.001 0.003 -0.003 -0.90
S 3.1831 0.3665 -1.2381 0.060 -0.133 -0.102 1.54
O 2.8022 -0.7876 -0.3860 0.070 0.071 0.068 -0.77
O 3.9750 1.3949 -0.6106 -0.002 0.013 0.001 -0.80
N 1.8610 0.8116 -1.9147 0.054 0.065 0.153 -0.26
C 1.4868 2.2065 -2.0315 -0.055 0.020 0.021 -1.19
C 0.1161 2.4493 -1.3711 0.174 -0.318 -0.093 0.37
O -0.1971 3.5956 -1.0601 -0.261 0.094 -0.040 -0.72
O -0.6092 1.3943 -1.1934 -0.003 0.230 0.183 -0.60
H 7.6134 -2.0768 -5.4111 0.001 0.001 0.000 0.40
H 6.3944 -1.5652 -6.5718 -0.003 0.001 0.000 0.28
H 6.2735 -3.1529 -5.8186 0.000 -0.001 0.001 0.36
H 7.1437 0.0329 -4.0889 0.001 0.001 -0.001 0.39
H 5.7745 1.0414 -2.2791 0.000 0.000 0.002 0.53
H 2.7788 -1.9376 -2.8892 0.000 -0.003 -0.006 0.58
H 4.1391 -2.9465 -4.6897 -0.002 0.001 0.002 0.37
H 1.3826 2.5047 -3.0834 0.025 0.023 0.006 0.10
H 2.2103 2.8868 -1.5794 -0.003 -0.008 0.025 0.47
C -4.1897 -2.3161 0.2176 0.028 0.023 0.054 -1.46
As -2.4255 -2.5948 -0.6047 0.034 0.040 0.015 1.25
C -3.1100 -2.9250 -2.4127 -0.010 0.007 0.004 -1.48
C -2.3405 -4.4679 0.0388 -0.026 0.011 -0.012 -1.92
C -1.1026 -5.3470 -0.2042 -0.007 0.007 0.006 2.87
C -0.6323 -5.2021 -1.6564 -0.003 0.013 -0.004 -1.83
C 0.0394 -5.0174 0.7667 -0.011 0.009 0.016 -1.79
As 1.1049 -3.4013 0.4223 0.085 0.073 -0.031 1.61
C 2.5749 -4.1600 -0.6183 -0.018 -0.028 -0.009 -1.52
C 2.0123 -3.3319 2.1460 0.000 -0.002 0.007 -1.43
C -1.5107 -6.8259 -0.0197 -0.003 -0.009 -0.015 -2.32
As -2.0377 -7.7160 1.6753 -0.002 0.000 0.004 0.29
C -2.8192 -6.3147 2.8099 0.000 0.001 0.005 -1.01
C -0.3073 -7.8254 2.6010 0.002 0.003 0.007 -1.06
H -4.8483 -3.1516 -0.0245 -0.018 0.015 -0.006 0.52
H -4.6405 -1.3919 -0.1460 0.019 -0.004 -0.018 0.39
H -4.0784 -2.2585 1.3012 0.009 0.039 -0.006 0.35
H -3.8645 -3.7131 -2.4011 0.000 -0.004 -0.008 0.45
H -2.2937 -3.1966 -3.0776 0.000 -0.004 0.003 0.35
H -3.5634 -2.0038 -2.7820 0.003 0.001 -0.001 0.45
H -3.2132 -4.9464 -0.4183 0.003 -0.017 0.011 0.71
H -2.5444 -4.3999 1.1077 0.009 0.008 -0.007 0.21
H -0.3436 -4.1727 -1.8899 0.000 -0.006 0.004 -0.03
H -1.4284 -5.4894 -2.3476 0.001 -0.004 0.000 0.42
H 0.2279 -5.8477 -1.8488 0.002 -0.002 0.002 0.43
H 0.7485 -5.8496 0.7970 0.000 0.004 -0.011 0.73
H -0.3577 -4.8997 1.7775 0.012 -0.008 -0.001 0.06
H 2.9411 -5.0807 -0.1617 -0.001 0.003 -0.001 0.52
H 3.3715 -3.4172 -0.6467 0.003 -0.003 0.000 0.43
H 2.2504 -4.3641 -1.6379 -0.002 -0.001 0.000 0.36
H 2.4084 -4.3112 2.4183 -0.004 0.002 0.003 0.43
H 1.3134 -2.9843 2.9057 -0.003 0.000 -0.004 0.32
H 2.8286 -2.6144 2.0717 0.000 0.001 -0.002 0.39
H -0.6819 -7.4591 -0.3577 0.001 -0.002 0.001 0.59
H -2.3382 -7.0401 -0.7025 0.000 0.002 0.001 0.54
H -3.7547 -5.9561 2.3834 0.000 0.000 0.000 0.29
H -2.1472 -5.4748 2.9804 0.000 -0.002 0.000 0.23
H -3.0413 -6.7823 3.7696 -0.002 -0.001 0.000 0.41
H 0.4201 -8.3171 1.9549 -0.002 -0.002 -0.003 0.32
H -0.4411 -8.4423 3.4893 0.000 0.000 0.001 0.42
H 0.0770 -6.8520 2.8993 0.000 -0.004 0.000 0.23
Cl -0.6119 -0.3748 2.0877 0.070 -0.001 -0.009 -0.75
C 1.0987 0.5172 -5.0912 -0.003 -0.010 -0.002 -0.85
N -0.0770 0.2676 -4.2653 -0.007 0.006 -0.031 0.20
C -1.2429 1.1356 -4.3646 -0.006 -0.001 0.013 -0.77
C -0.0801 -0.7457 -3.4420 0.046 -0.049 -0.035 0.66
N -0.0755 -1.6637 -2.7275 0.051 0.091 -0.003 -0.58
H 1.2113 1.5937 -5.2142 0.004 0.001 0.002 0.39
H 0.9989 0.0536 -6.0751 0.000 0.009 -0.004 0.31
H 1.9821 0.1351 -4.5838 0.002 -0.005 -0.004 0.18
H -1.7870 0.9592 -5.2951 0.002 0.007 0.004 0.38
H -0.9158 2.1755 -4.3261 0.003 0.002 -0.004 0.37
H -1.8897 0.9590 -3.5094 -0.019 -0.007 -0.006 0.06
C -3.6599 2.2144 2.9481 0.015 -0.002 -0.014 -0.75
N -2.5355 1.9517 1.9910 0.169 0.136 -0.041 0.46
C -3.1028 1.3622 0.7181 0.017 -0.143 -0.182 0.08
N -4.0965 2.2134 0.1406 -0.054 0.122 0.126 0.24
C -5.1469 2.4697 1.1210 0.035 -0.026 -0.103 -0.94
N -4.6500 3.0673 2.3589 -0.025 -0.022 0.026 0.06
C -4.1434 4.4272 2.1244 0.043 0.009 0.075 -0.75
P -2.7225 4.5380 0.9199 -0.085 -0.043 -0.144 -0.11
C -1.7359 3.1865 1.7047 0.060 -0.067 0.069 0.18
C -3.5016 3.4561 -0.3793 0.029 -0.078 -0.132 -0.02
H -3.2387 2.6674 3.8453 -0.004 0.008 0.009 0.40
H -4.0972 1.2461 3.1963 0.019 -0.001 -0.003 0.35
H -1.8676 1.2194 2.3293 -0.040 -0.084 0.058 -0.10
H -3.5260 0.3979 0.9975 -0.062 -0.013 0.062 0.49
H -2.2583 1.2081 0.0471 -0.040 0.115 -0.055 -0.55
H -5.6285 1.5194 1.3633 -0.002 0.001 0.020 0.25
H -5.8889 3.1373 0.6836 -0.007 0.006 0.006 0.41
H -3.8263 4.8524 3.0798 -0.020 0.010 0.019 0.41
H -4.9721 5.0421 1.7673 0.021 0.012 -0.021 0.40
H -1.3012 3.5327 2.6435 -0.022 -0.042 0.042 0.57
H -0.9279 2.9073 1.0308 0.004 0.026 -0.066 -0.25
H -2.7260 3.1972 -1.1038 0.031 0.047 0.082 -0.08
H -4.2708 4.0242 -0.9066 -0.037 0.009 0.039 0.53
```
Positions in Å, forces in eV/Å.

Total charge   0
DFT total energy   -281700.7557 eV
Energy above the lowest of the compared OMol25 structures with the same formula, charge and spin   17.2 kJ/mol
Gap between HOMO and LUMO   0.31345 Ha